(1)
This record from the Open Molecules 2025 dataset describes an isolated molecule of C9H10N2O2 in a non-equilibrium geometry. The level of theory is ωB97M-V with the def2-TZVPD basis set.

Properties
energy above the lowest of the compared OMol25 structures with the same formula, charge and spin: 70.29 kcal per mole
orbital gap: 8.9 eV
maximum force: 9.868 eV/Å
SMILES: O=C1NC[C@H](O)N1c1ccccc1
energy: -608.85069 Ha
E_HOMO: -8.2602 eV

Geometry as XYZ:
```
23
C9H10N2O2 ωB97M-V with the def2-TZVPD basis set
O 1.59296 2.59990 -0.50565
C 1.65850 1.39586 -0.30362
N 2.90676 0.68308 -0.05088
C 2.85727 -0.48981 0.57820
C 1.50401 -1.00231 0.38440
O 1.44484 -2.19551 -0.48511
N 0.77483 0.22122 -0.20108
C -0.67699 0.22463 -0.13676
C -1.41153 -1.07616 -0.23668
C -2.87132 -1.06326 -0.19143
C -3.48089 0.16760 0.07749
C -2.70452 1.36894 0.28614
C -1.34672 1.51526 0.05877
H 3.70762 1.40230 -0.20024
H 3.39908 -1.28174 0.02820
H 3.00403 -0.35284 1.60280
H 0.78263 -1.31361 1.32989
H 1.75597 -1.66423 -1.35785
H -0.90660 -2.00101 -0.40756
H -3.31681 -2.03613 -0.61456
H -4.58707 0.37170 -0.17404
H -3.37794 2.16455 0.61921
H -0.70811 2.36158 -0.09961
```

***

(2)
This record from the Open Molecules 2025 dataset describes a cluster of 2 separate species, C5H14 in total in a non-equilibrium geometry. The level of theory is ωB97M-V with the def2-TZVPD basis set.

Properties
energy above the lowest of the compared OMol25 structures with the same formula, charge and spin: 29.62 kcal per mole
orbital gap: 11.9 eV
maximum force: 6.101 eV/Å
SMILES: CCC.CC
energy: -198.84196 Ha
E_HOMO: -10.7926 eV

Geometry as XYZ:
```
19
C5H14 ωB97M-V with the def2-TZVPD basis set
C -2.12399 0.92590 -0.04093
C -1.54160 0.63213 -1.42972
C -0.06007 1.12019 -1.45022
H -1.90213 1.93000 0.38925
H -1.77168 0.21062 0.72321
H -3.19308 0.80525 -0.04314
H -1.76516 -0.39632 -1.79026
H -2.00970 1.18652 -2.22676
H 0.13239 2.11205 -0.94702
H 0.72672 0.40292 -1.16089
H 0.20990 1.37722 -2.55296
C 1.22428 -0.70119 1.22233
C 2.15089 -1.80853 1.43527
H 0.39946 -0.78433 0.42175
H 0.54038 -0.65354 2.14034
H 1.78407 0.23313 1.12574
H 3.10337 -1.70207 1.74376
H 2.36418 -2.26720 0.36918
H 1.73177 -2.62277 2.07108
```

***

(3)
This record from the Open Molecules 2025 dataset describes the ion C2H3INO2 with charge +1 in a non-equilibrium geometry. The level of theory is ωB97M-V with the def2-TZVPD basis set.

Properties
energy above the lowest of the compared OMol25 structures with the same formula, charge and spin: 97.62 kcal per mole
charge: +1
orbital gap (spin up / spin down): 6.0 / 6.0 eV
maximum force: 10.720 eV/Å
SMILES: C[N+](=O)C(=O)I
energy: -580.41279 Ha
E_HOMO (spin up / spin down): -15.1869 / -15.1861 eV

Geometry as XYZ:
```
9
C2H3INO2 ωB97M-V with the def2-TZVPD basis set
C -0.08787 0.09869 -0.16717
N -1.06854 -0.39220 -1.12445
O -0.99447 -1.09053 -2.08767
C -2.30227 0.26509 -0.93318
O -2.55048 1.14416 0.28031
I -3.77349 -0.01117 -2.33066
H -0.71493 0.63348 0.55592
H 0.67060 0.76176 -0.63167
H 0.46128 -0.68502 0.51252
```